Below is a 3-piece molecular cluster, C4H13NO2 overall at a distorted geometry, with properties calculated with the ωB97M-V functional and the def2-TZVPD basis.

The geometry in XYZ format:
```
20
Properties=species:S:1:pos:R:3:lowdin_charge:R:1
C 1.0574 0.9986 -1.3509 -0.121
N -0.2921 0.7990 1.3083 0.100
C -0.2146 -0.2603 0.3841 -0.440
C 0.0939 -0.0713 -0.9201 -0.162
C -0.2309 -1.6131 1.0205 -0.054
H 1.8076 1.2838 -0.6086 0.053
H 0.6132 1.9619 -1.6190 0.067
H 1.6497 0.6323 -2.1946 0.072
H 0.2786 1.5897 1.0460 0.076
H 0.0666 0.4916 2.2043 0.077
H -0.2096 -0.8711 -1.5876 0.091
H 0.5988 -1.6501 1.7293 0.071
H -1.1503 -1.7641 1.6012 0.083
H -0.0635 -2.3633 0.2538 0.079
H 3.5484 -0.0408 1.8293 0.045
H 2.6504 -0.5831 0.7299 0.053
O 2.6428 0.0047 1.5063 -0.057
H -3.5102 0.6585 -1.2672 0.020
H -2.3760 -0.0674 -1.9542 -0.010
O -3.3120 0.0950 -1.9993 -0.042
```

Results
- charge = 0
- electronic energy (eV) = -9943.0700
- SMILES string = C/C=C(/C)N.O.O
- energy relative to the best compared isomer or geometry (same formula, charge and spin) (kcal/mol) = 25.98


Below is an isolated molecule of C5H8O2, with properties calculated with the ωB97M-V functional and the def2-TZVPD basis.

The geometry in XYZ format:
```
15
Properties=species:S:1:pos:R:3:lowdin_charge:R:1
O -1.7294 1.1374 0.7333 -0.100
C -0.9594 -0.1049 0.6459 -0.244
C -0.5424 -0.5009 -0.7795 -0.074
C 0.9038 -0.3990 -0.3238 -0.292
C 2.0638 -0.6713 -0.8999 0.057
O -1.0994 2.2003 -0.0825 -0.205
C 0.5014 0.1323 1.0414 -0.068
H -2.5770 1.0154 0.2752 0.166
H -1.5248 -0.8344 1.2321 0.155
H -0.8130 0.2851 -1.4903 0.119
H -0.8861 -1.4817 -1.1226 0.119
H 3.0052 -0.5117 -0.3805 0.062
H 2.1141 -1.0471 -1.9188 0.062
H 0.6892 1.2032 1.1546 0.122
H 0.8542 -0.4229 1.9155 0.121
```

Results
- charge = 0
- electronic energy (eV) = -9403.6702
- energy relative to the best compared isomer or geometry (same formula, charge and spin) (kcal/mol) = 142.10


Below is C11H27Li2NO6 as an isolated structure at a distorted geometry, with properties calculated with the ωB97M-V functional and the def2-TZVPD basis.

The geometry in XYZ format:
```
47
Properties=species:S:1:pos:R:3:lowdin_charge:R:1
Li 0.8025 -0.1669 -2.3873 0.387
Li 2.8564 0.1902 -1.8110 0.628
C 1.4006 2.2586 -1.5523 -0.238
O 1.3615 0.9130 -1.9420 -0.510
H 1.6869 2.9504 -2.3446 0.082
H 0.3922 2.6057 -1.3270 0.062
H 2.0690 2.4152 -0.7057 0.070
C 1.9505 -2.2874 -2.0197 -0.244
O 2.0535 -0.9388 -2.3424 -0.502
H 2.6513 -2.6418 -1.2638 0.044
H 1.0427 -2.5468 -1.4750 0.068
H 2.0493 -2.9148 -2.9056 0.083
C 1.4346 1.8096 2.2772 -0.067
C 0.2075 0.7747 2.2236 -0.102
N -0.0305 0.1226 0.8102 -0.152
C -0.6989 1.0977 -0.1709 0.008
C 1.3285 -0.4624 0.2674 -0.113
C 1.8714 -1.7575 1.0368 -0.052
C -1.0623 -1.0664 1.1692 -0.043
C -2.5811 -0.7977 1.3559 -0.159
O -2.6862 0.2410 2.3180 -0.228
C -3.8807 0.8970 2.2607 -0.134
H 1.2414 2.6684 1.6343 0.064
H 2.4928 1.5970 2.1257 0.068
H 1.4903 2.3573 3.2179 0.069
H -0.6651 1.3672 2.4988 0.111
H 0.4423 0.0029 2.9566 0.110
H -1.1620 0.5242 -0.9738 0.039
H 0.1612 1.7549 -0.2992 0.034
H -1.5543 1.5269 0.3508 0.101
H 2.1163 0.2715 0.4371 0.101
H 1.0797 -0.6304 -0.7805 0.054
H 2.8121 -2.1290 0.6302 0.067
H 1.1928 -2.6094 0.9950 0.072
H 2.0987 -1.5936 2.0902 0.068
H -0.5580 -1.6099 1.9682 0.111
H -1.0442 -1.6693 0.2612 0.118
H -3.0579 -1.5977 1.9224 0.136
H -3.0020 -0.6453 0.3620 0.134
H -3.8171 1.6080 1.4369 0.088
H -3.8871 1.5317 3.1468 0.096
H -4.7573 0.2554 2.1712 0.097
O -2.1273 -0.9202 -3.8283 0.144
C -1.0051 -0.6812 -3.2059 -0.830
O -0.9769 -0.5311 -1.9603 -0.075
O -0.0338 -0.6393 -3.9418 0.020
H -1.6984 -0.9040 -4.6871 0.113
```

Results
- charge = 0
- electronic energy (eV) = -26023.1095
- energy relative to the best compared isomer or geometry (same formula, charge and spin) (kcal/mol) = 0.00


Below is a 2-piece molecular cluster, C5H8OS overall at a distorted geometry, with properties calculated with the ωB97M-V functional and the def2-TZVPD basis.

The geometry in XYZ format:
```
15
Properties=species:S:1:pos:R:3:lowdin_charge:R:1
C -0.9386 1.8993 0.0716 -0.078
C -0.4475 1.3601 1.2490 -0.086
C -0.0437 1.5765 -0.9802 -0.135
C 0.7489 0.7620 0.8770 -0.713
C -0.4210 -2.3044 -0.6968 -0.037
O 0.9665 0.9542 -0.4274 -0.047
S 1.9441 -0.0813 1.8318 0.812
H -1.9229 2.3177 -0.0633 0.097
H -0.7209 1.3935 2.2338 0.080
H -1.4157 -2.1719 -0.4308 -0.013
H -0.2122 1.8315 -2.0680 0.142
H -0.3996 -3.3841 -0.7532 0.010
H -0.1858 -1.7802 -1.6781 0.051
H 0.2931 -1.9773 0.0779 0.002
H 2.7553 -0.3956 0.7568 -0.083
```

Results
- charge = 0
- electronic energy (eV) = -18195.7235
- SMILES string = Sc1ccco1.C
- energy relative to the best compared isomer or geometry (same formula, charge and spin) (kcal/mol) = 36.42


Below is an isolated molecule of C8H8 at a distorted geometry, with properties calculated with the ωB97M-V functional and the def2-TZVPD basis.

The geometry in XYZ format:
```
16
Properties=species:S:1:pos:R:3:lowdin_charge:R:1
C -2.4645 -0.1299 -0.0075 0.025
C -1.1047 -0.1209 0.0518 -0.275
C -0.3294 -1.3541 -0.0641 -0.058
C 0.9886 -1.5537 0.0783 -0.101
C 1.9946 -0.5259 0.1389 -0.089
C 1.8059 0.7977 -0.1839 -0.074
C 0.6361 1.6411 0.0177 -0.086
C -0.6405 1.2662 0.1485 -0.066
H -3.1439 0.7236 0.0102 0.058
H -3.0458 -1.0584 -0.1177 0.059
H -0.8693 -2.2602 -0.4026 0.118
H 1.2808 -2.5851 -0.0402 0.099
H 2.9057 -0.9089 0.5969 0.101
H 2.6577 1.4376 -0.4371 0.096
H 0.7629 2.7026 -0.1591 0.100
H -1.4342 1.9285 0.3698 0.093
```

Results
- charge = 0
- electronic energy (eV) = -8422.7202
- SMILES string = C=C1C=CC=CC=C1
- energy relative to the best compared isomer or geometry (same formula, charge and spin) (kcal/mol) = 53.05


Below is C20H32BrCl2N4OTi as an isolated structure at a distorted geometry, with properties calculated with the ωB97M-V functional and the def2-TZVPD basis.

The geometry in XYZ format:
```
61
Properties=species:S:1:pos:R:3:lowdin_charge:R:1
Ti -1.5691 -0.3274 -0.9303 0.567
C 4.4588 1.3295 3.9832 -0.041
C 4.3588 1.7936 2.5237 -0.558
C 4.5900 3.3092 2.4522 -0.041
C 5.4598 1.0996 1.7226 -0.067
C 2.9668 1.4708 1.9836 -0.162
C 2.7602 0.6529 0.8820 -0.069
C 1.4636 0.4261 0.4698 -0.523
Br 1.1722 -0.7133 -1.0402 0.872
C 0.3256 0.9604 1.0829 -0.361
O -0.8787 0.6745 0.5971 -0.339
C 0.5239 1.7882 2.2046 -0.073
C 1.8415 2.0071 2.6017 0.018
C -0.5807 2.4699 3.0252 -0.528
C -0.3613 3.9899 2.9776 -0.040
C -2.0146 2.2019 2.5539 -0.067
C -0.4825 1.9849 4.4799 -0.039
H 5.4523 1.5469 4.3789 0.088
H 4.2862 0.2551 4.0644 0.092
H 3.7317 1.8361 4.6188 0.078
H 5.5789 3.5570 2.8422 0.088
H 3.8541 3.8574 3.0415 0.078
H 4.5300 3.6655 1.4225 0.092
H 6.4322 1.3554 2.1442 0.089
H 5.4626 1.4162 0.6777 0.087
H 5.3632 0.0126 1.7565 0.088
H 3.5872 0.2006 0.3552 0.099
H 2.0020 2.6453 3.4606 0.104
H -0.4062 4.3569 1.9508 0.093
H 0.6018 4.2807 3.3965 0.078
H -1.1388 4.4947 3.5539 0.088
H -2.1816 2.5538 1.5363 0.077
H -2.6950 2.7373 3.2195 0.088
H -2.2612 1.1414 2.5902 0.069
H 0.4859 2.2111 4.9252 0.078
H -0.6365 0.9060 4.5396 0.093
H -1.2486 2.4722 5.0859 0.089
Cl -3.6064 -1.2033 0.7945 0.626
C -4.7628 -0.1801 -0.0722 -0.875
Cl -3.8887 0.9895 -1.0989 0.616
H -5.3502 0.3778 0.6473 0.049
H -5.3697 -0.8023 -0.7187 0.045
C -3.5378 -3.7268 -5.8430 -0.068
C -2.3438 -4.6196 -5.5209 -0.409
C -2.6763 -5.6533 -4.4511 -0.071
C -1.1041 -3.7865 -5.1836 -0.084
N -1.3678 -2.7481 -4.1777 -0.072
C -1.4313 -1.4107 -4.3048 -0.079
N -1.7204 -0.8905 -3.1451 -0.014
N -1.8343 -1.9611 -2.3012 -0.132
N -1.6125 -3.0535 -2.9099 0.129
H -4.3555 -4.3209 -6.2472 0.088
H -3.2919 -2.9616 -6.5829 0.082
H -3.9158 -3.2278 -4.9468 0.078
H -2.0633 -5.1554 -6.4326 0.142
H -2.9418 -5.1859 -3.5029 0.066
H -1.8358 -6.3242 -4.2710 0.085
H -3.5239 -6.2575 -4.7730 0.086
H -0.7536 -3.2480 -6.0638 0.134
H -0.2840 -4.3910 -4.7991 0.137
H -1.2630 -0.8792 -5.2256 0.154
```

Results
- 2S+1 = 3
- <S²> = 2.00
- charge = +1
- electronic energy (eV) = -147464.6054


Question: Which formula does entry 2 have?
Answer: C5H8O2